(1)
Density functional theory data (the ωB97M-V functional and the def2-TZVPD basis) for C6H13NO in the gas phase at a distorted geometry.

Geometry (Å):
C 1.85969 -1.26590 0.78956
C 1.20660 -0.14560 0.42164
C 1.89653 1.16167 0.15114
N -0.30731 0.16662 1.03593
C -0.79736 -0.17736 -0.26778
C -1.45468 -1.53023 -0.44484
C -1.60592 0.97614 -0.86938
O -1.07891 2.23140 -0.53063
H 2.90353 -1.19755 1.04934
H 1.35557 -2.17534 1.07141
H 1.94119 1.75584 1.06677
H 1.36798 1.73002 -0.61560
H 2.90968 0.97446 -0.20022
H -0.49327 -0.58774 1.68849
H 0.26442 -0.24179 -0.86670
H -1.75560 -1.69223 -1.48016
H -0.78685 -2.33400 -0.14430
H -2.34680 -1.56125 0.18128
H -1.66718 0.90640 -1.95829
H -2.62687 0.86864 -0.47033
H -0.78446 2.13781 0.39266

Computed properties:
LUMO level, eV: 1.0
SMILES: C=C(C)N[C@@H](C)CO
Gap between HOMO and LUMO, eV: 9.3
Highest occupied orbital energy, eV: -8.3

---

(2)
Density functional theory data (the ωB97M-V functional and the def2-TZVPD basis) for 2 unconnected molecules or ions with the total composition C6H13NO at a distorted geometry.

Geometry (Å):
C -2.60843 1.47889 -0.28780
C -1.95550 0.47832 -0.78977
C -0.75838 -0.22657 -0.23182
N -0.93189 -0.62237 1.13766
C 0.39142 -0.66084 -0.82490
C 1.41243 -1.64484 -0.24613
C 2.17381 -0.86039 0.84626
H -3.33937 2.08712 -0.73991
H -2.64579 1.66709 0.76691
H -2.24114 0.13550 -1.76769
H -0.22335 -1.32279 1.35080
H -1.97010 -0.73457 1.34367
H 0.49300 -0.70793 -1.95142
H 0.81010 -2.52176 0.07215
H 2.10041 -2.00409 -1.10434
H 2.87029 -1.49597 1.37448
H 2.76126 -0.09088 0.45296
H 1.30142 -0.27981 1.36211
O 1.02173 2.41595 -0.55566
H 0.84368 1.72823 0.09883
H 0.49440 3.18173 -0.30637

Computed properties:
LUMO level, eV: 0.9
SMILES: C=C/C(N)=C/CC.O
Gap between HOMO and LUMO, eV: 8.9
Highest occupied orbital energy, eV: -8.0

---

(3)
Density functional theory data (the ωB97M-V functional and the def2-TZVPD basis) for 2 unconnected molecules or ions with the total composition C6H13NO at a distorted geometry.

Geometry (Å):
C -1.78201 -1.32368 2.28673
C -0.88894 -0.39403 2.57696
C 0.33947 -0.15959 1.77013
C 0.30527 0.42389 0.58805
C 1.46171 0.72552 -0.33056
C 1.73158 -0.33285 -1.38506
N 0.66657 -0.60057 -2.35269
H -1.65601 -1.98714 1.43510
H -2.71419 -1.46090 2.80522
H -0.99048 0.21715 3.44977
H 1.23732 -0.54428 2.24763
H -0.58083 0.93213 0.22086
H 1.38685 1.73081 -0.69045
H 2.38414 0.74582 0.27176
H 2.00518 -1.27532 -0.90305
H 2.60730 -0.09581 -1.99426
H -0.21863 -0.93890 -2.01480
H 0.54428 0.23641 -2.90134
O -2.14672 1.62443 -1.46901
H -1.61941 1.80879 -2.25359
H -2.07245 0.66811 -1.35740

Computed properties:
LUMO level, eV: 0.7
SMILES: C=C/C=C/CCN.O
Gap between HOMO and LUMO, eV: 9.9
Highest occupied orbital energy, eV: -9.2

---

(4)
Density functional theory data (the ωB97M-V functional and the def2-TZVPD basis) for a molecular structure, C6H13NO at a distorted geometry.

Geometry (Å):
C 0.51009 1.35867 0.17119
N -0.83562 1.11637 -0.52792
C -1.86391 1.02516 0.33284
O -3.04131 0.69191 0.19358
C 0.90539 0.31796 1.14435
C 0.37807 -1.05973 0.54004
C 0.78503 -1.37443 -0.87464
C 2.26408 -1.51243 -1.00816
H 1.11359 1.67081 -0.70977
H 2.72309 -0.10483 1.60623
H -1.07376 0.96044 -1.47070
H -1.55183 1.35039 1.34443
H 0.33273 0.33640 2.16307
H 1.96295 0.20082 1.45876
H 0.87775 -1.74409 1.19698
H -0.69001 -1.09342 0.62719
H 0.24954 -2.30407 -1.16985
H 0.41314 -0.52972 -1.48589
H 2.72421 -2.30032 -0.35756
H 2.46478 -1.82120 -2.05298
H 2.76108 -0.50233 -0.83679

Computed properties:
LUMO level, eV: -1.7
Gap between HOMO and LUMO, eV: 5.6
Highest occupied orbital energy, eV: -7.3

---

(5)
Density functional theory data (the ωB97M-V functional and the def2-TZVPD basis) for a molecular structure, C6H13NO at a distorted geometry.

Geometry (Å):
C 0.71579 -0.15107 0.72940
C 0.86060 2.32918 0.92996
C 0.50607 0.46323 -0.52094
C -1.61559 -1.41445 -1.10906
C -0.13327 -1.29325 -1.12857
N -0.19585 -0.25715 1.70295
C 0.72206 -2.11486 -1.71887
O -0.55311 2.38791 1.28773
H -0.74398 3.08361 1.92963
H 1.62796 -0.72326 0.85866
H 0.05817 -0.72286 2.55935
H -0.95176 0.43595 1.67880
H 1.49314 2.45601 1.81584
H 1.09018 3.10716 0.19446
H 1.35504 0.57269 -1.17490
H -0.37174 1.06144 -0.70922
H -1.99867 -1.43860 -0.08345
H -2.08599 -0.55717 -1.60108
H -1.96912 -2.31681 -1.62229
H 1.79403 -1.92890 -1.71726
H 0.39604 -2.97880 -2.30115

Computed properties:
LUMO level (alpha / beta), eV: 0.9 / 0.9
Gap between HOMO and LUMO (alpha / beta), eV: 6.7 / 6.7
Highest occupied orbital energy (alpha / beta), eV: -5.8 / -5.8

---

(6)
Density functional theory data (the ωB97M-V functional and the def2-TZVPD basis) for 2 unconnected molecules or ions with the total composition C6H13NO at a distorted geometry.

Geometry (Å):
C 0.86932 0.77365 -2.51865
C 0.18957 -0.22052 -1.93926
C 0.85827 -0.96152 -0.57336
C 0.21073 -2.29808 -0.31471
O 2.04141 -0.76712 -0.34518
H 1.75399 1.18809 -2.03755
H 0.46193 1.33069 -3.35819
H -0.66914 -0.65934 -2.44171
H 0.02773 -2.40112 0.75877
H 0.88802 -3.08886 -0.64099
H -0.73989 -2.41768 -0.83646
C 0.39816 1.57274 1.76522
N -0.24512 0.54971 0.94566
C -1.62197 0.29222 1.35366
H 0.39832 1.30347 2.82397
H -0.11670 2.52886 1.63614
H 1.43041 1.71974 1.44105
H -0.18016 0.87903 -0.06361
H -2.05188 -0.48362 0.71636
H -1.68540 -0.04183 2.39331
H -2.21759 1.20150 1.23554

Computed properties:
LUMO level, eV: 0.8
SMILES: C=CC(C)=O.CNC
Gap between HOMO and LUMO, eV: 9.7
Highest occupied orbital energy, eV: -8.9

---

Looking at relative energy (zero: lowest compared OMol25 entry of this formula, charge and spin) for the records above, in order, we have 4.0732, 3.3635, 2.4320, 8.3119, 6.7217, 3.0044 eV.